Record 1
44
Properties=species:S:1:pos:R:3:forces:R:3:lowdin_charge:R:1 method="wB97M-V/def2-TZVPD" homo_ha=-0.2731 molar_mass_g_mol=801.4 charge=-1 spin_multiplicity=1 relative_energy_kcal_mol=0.0
Y 0.3316 0.2477 0.6466 -1.8 -0.8 -1.5 1.50
C -3.8723 -1.4991 -0.0619 -0.1 0.1 -0.3 -0.66
F -3.5520 -1.7755 1.2155 0.0 -0.1 0.0 0.11
F -3.4487 -2.4949 -0.8376 0.0 0.0 0.2 0.14
F -5.2060 -1.4440 -0.1511 0.0 0.0 0.1 0.13
S -3.1473 0.1054 -0.5858 -0.4 1.0 0.7 0.51
O -3.4370 0.2423 -1.9703 0.2 -0.4 -0.4 -0.24
O -3.7476 1.0906 0.2783 0.1 -0.3 0.3 -0.29
O -1.7282 -0.1376 -0.2339 0.4 0.0 0.2 -0.44
C 1.7157 -1.0913 -3.7512 0.0 -0.1 0.0 -0.63
F 1.9807 -2.3569 -3.4020 0.1 0.5 -0.2 0.13
F 2.7817 -0.3208 -3.4243 -0.2 -0.3 -0.2 0.10
F 1.5331 -1.0469 -5.0819 0.3 0.0 0.5 0.13
S 0.1923 -0.4955 -2.9201 -1.9 0.3 0.4 0.50
O 0.6019 -0.4232 -1.4883 1.0 -0.1 0.2 -0.45
O -0.1393 0.7865 -3.4440 0.8 0.7 -0.4 -0.26
O -0.7889 -1.4920 -3.1832 0.3 -1.0 0.1 -0.24
N -0.1204 2.3653 0.0650 -1.6 4.3 0.1 -0.37
S 0.3619 3.3603 -1.0989 3.0 -0.6 -2.7 0.46
O 1.3482 4.2795 -0.6284 -0.3 0.5 0.6 -0.26
O -0.5953 3.7838 -2.0345 -0.8 0.1 0.0 -0.19
F 1.2857 2.3235 -1.8676 -0.2 -0.1 0.2 -0.18
S -0.9474 3.5339 0.9967 -1.2 -3.0 3.3 0.56
O -2.1002 4.1495 0.4901 -0.1 0.4 -1.4 -0.19
O -0.1602 4.2189 1.9538 1.1 0.4 -0.3 -0.25
F -1.5614 2.3668 1.9397 0.1 -0.2 -0.1 -0.22
N 1.0700 -1.8431 1.1951 2.5 -2.5 1.9 -0.38
S 2.1804 -2.3965 2.3117 0.3 3.3 1.4 0.51
O 3.2372 -3.1831 1.8351 0.5 -1.1 -1.0 -0.22
O 1.6217 -2.6479 3.5793 -0.7 -0.2 0.6 -0.23
F 2.8678 -0.9635 2.4798 0.0 0.2 0.1 -0.20
S 0.8530 -3.2325 0.4269 -4.6 -0.9 -4.0 0.46
O 0.3736 -4.2978 1.2358 0.9 0.0 1.0 -0.23
O 1.6694 -3.4759 -0.6926 1.5 -0.1 0.1 -0.22
F -0.4853 -2.7547 -0.2871 0.1 0.2 0.4 -0.17
O -1.0504 -0.2077 2.6501 0.4 -0.2 0.3 -0.07
H -1.1306 -1.1011 3.0059 0.0 -0.1 -0.2 0.09
H -1.4893 0.3703 3.2817 -0.2 0.2 -0.3 0.08
O 2.5943 0.8093 0.0476 0.4 0.2 0.5 -0.07
H 2.8294 1.5421 -0.5367 -0.3 0.0 -0.2 0.08
H 3.2106 0.0949 -0.1527 -0.1 -0.1 -0.1 0.09
O 1.2262 1.4221 2.4667 0.4 0.1 0.5 -0.10
H 0.8123 1.6352 3.3087 -0.1 0.0 0.0 0.09
H 2.0293 1.9536 2.4240 0.0 0.0 -0.2 0.10


Record 2
35
Properties=species:S:1:pos:R:3:forces:R:3:lowdin_spin:R:1 method="wB97M-V/def2-TZVPD" homo_ha="0.0127 / -0.0353" molar_mass_g_mol=385.2 charge=-2 spin_multiplicity=5 relative_energy_kcal_mol=0.0
Rh 0.3321 -0.2793 -0.6821 -0.1 -0.2 0.0 1.02
C 4.2072 0.2654 1.3035 0.0 0.0 0.0 0.01
C 2.7902 -0.0694 0.9608 0.0 0.0 -0.1 0.12
N 2.3028 0.3025 -0.2996 -0.1 0.0 0.0 0.49
O 3.1628 1.0837 -0.9687 0.0 -0.1 0.1 0.22
C 1.8862 -0.6768 1.7630 0.0 0.0 0.0 0.16
C 2.1575 -1.1754 3.1472 0.0 0.0 0.0 0.02
N 0.5657 -0.8311 1.2565 0.1 0.0 0.0 0.40
O -0.2619 -1.4084 2.0598 0.0 0.0 0.0 0.46
H 4.3600 1.3475 1.3115 0.0 0.0 0.0 0.00
H 4.8965 -0.1349 0.5551 0.0 0.0 0.0 0.00
H 4.4778 -0.1292 2.2815 0.0 0.0 0.0 0.00
H 2.6015 1.5428 -1.7436 0.0 0.0 0.0 0.00
H 3.2172 -1.3775 3.3003 0.0 0.0 0.0 0.00
H 1.5760 -2.0803 3.3141 0.0 0.0 0.0 0.00
H 1.8296 -0.4520 3.9007 0.0 0.0 0.0 0.01
C -3.6496 -1.6224 -0.2578 0.0 0.0 0.0 0.01
C -2.6322 -0.5381 -0.6502 0.0 0.0 0.0 0.09
C -2.5751 0.5271 0.4562 0.0 0.0 0.0 0.02
C -3.0729 0.1226 -1.9666 0.0 0.0 0.0 0.04
N -1.3544 -1.1633 -0.8741 0.1 0.1 0.0 0.84
H -4.6527 -1.2000 -0.1191 0.0 0.0 0.0 0.00
H -3.3325 -2.0990 0.6728 0.0 0.0 0.0 0.00
H -3.6896 -2.3867 -1.0382 0.0 0.0 0.0 0.00
H -3.5780 0.9287 0.6542 0.0 0.0 0.0 0.00
H -1.9217 1.3445 0.1458 0.0 0.0 0.0 0.00
H -2.1745 0.0823 1.3693 0.0 0.0 0.0 0.00
H -4.0731 0.5595 -1.8526 0.0 0.0 0.0 0.01
H -3.1003 -0.6198 -2.7681 0.0 0.0 0.0 0.00
H -2.3715 0.9054 -2.2544 0.0 0.0 0.0 0.00
O -0.3622 2.5310 -3.6703 0.0 0.0 0.0 0.01
S 0.3917 1.8793 -2.6109 -0.1 -0.1 0.1 0.00
O 0.2932 0.3721 -2.7232 0.0 0.0 0.0 0.01
O -0.0947 2.2122 -1.2499 0.0 0.1 0.0 0.06
O 1.8489 2.2369 -2.7228 0.0 0.0 0.0 0.00


Record 3
80
Properties=species:S:1:pos:R:3:forces:R:3:lowdin_spin:R:1 method="wB97M-V/def2-TZVPD" homo_ha="-0.7230 / -0.7246" molar_mass_g_mol=665.5 charge=+4 spin_multiplicity=4 relative_energy_kcal_mol=61.4
C -0.3212 6.5724 -3.4987 0.1 1.7 0.4 0.10
C -0.3431 5.1745 -3.8111 0.3 -0.7 1.0 0.21
C -0.7914 4.9789 -5.1500 -0.8 -0.3 -2.0 0.12
C -1.1580 6.0437 -6.0170 0.0 -1.3 0.4 -0.01
N -1.1124 7.3411 -5.6807 0.7 -0.8 0.5 0.23
C -0.7017 7.5800 -4.4244 0.3 -0.5 1.3 0.00
C -0.0421 4.0616 -2.8418 -0.7 1.6 -0.9 0.02
C 0.0012 3.2114 -1.9376 -0.2 1.0 -0.9 0.22
C -0.5516 2.2832 -0.9705 -0.2 -0.8 -0.5 0.02
C -0.0566 1.7913 0.2688 -1.5 0.3 -0.2 0.06
C -1.1166 1.2790 1.1636 -0.9 0.8 -1.3 -0.01
C -2.5507 1.0313 0.6808 2.0 2.0 2.1 0.06
C -2.8928 1.3752 -0.6035 1.4 0.7 -0.6 -0.01
C -1.8593 1.9414 -1.3698 -0.8 0.3 -1.0 0.09
Tc -0.1468 -0.7586 0.6316 -0.8 3.0 3.3 1.75
P 2.0244 -1.2413 0.7886 5.0 -1.4 0.1 0.00
H -0.9023 3.9782 -5.5554 0.2 0.1 0.0 0.00
H -0.0354 6.9142 -2.5110 0.1 -0.1 -0.1 0.00
H -1.4947 5.8822 -7.0470 0.1 -0.4 0.5 0.00
H -0.6716 8.6477 -4.1861 0.1 -0.5 0.4 0.00
H -2.1008 2.2323 -2.3954 -0.2 0.0 0.4 0.00
H 1.0118 1.9740 0.5327 -1.2 0.0 0.4 0.00
H -3.9134 1.3745 -0.9962 0.3 -0.2 0.2 0.00
H -0.9751 1.5250 2.2251 -0.1 -1.0 -0.5 0.00
C 2.5002 -2.7518 1.8205 -0.6 -0.2 0.6 0.01
C 3.3895 -3.8140 1.1383 0.0 0.0 0.0 0.00
H 1.5603 -3.1947 2.2184 0.5 0.1 -0.2 0.00
H 3.0437 -2.3586 2.7191 -0.7 -0.1 -0.8 0.00
H 3.5240 -4.6750 1.8099 -0.2 0.3 -0.1 0.00
H 2.9480 -4.1877 0.2115 0.1 0.0 0.1 0.00
H 4.3967 -3.4397 0.9262 -0.4 0.0 0.0 0.00
C 2.4666 -1.4116 -1.0171 -1.0 0.1 -0.3 0.02
C 3.3177 -0.3382 -1.6722 0.4 0.2 0.3 0.00
H 1.4815 -1.2461 -1.4778 0.1 -0.2 -0.3 0.00
H 2.7873 -2.4272 -1.2864 -0.1 0.2 0.3 0.00
H 3.2082 -0.4187 -2.7576 0.1 -0.1 0.2 0.00
H 2.9582 0.6566 -1.3823 0.3 -0.1 -0.1 0.00
H 4.3722 -0.4699 -1.4220 -0.1 0.3 -0.1 0.00
C 3.3810 -0.1402 1.3961 -0.6 1.1 0.3 0.00
C 4.7502 -0.8798 1.4670 -0.2 -0.1 0.0 0.00
H 3.0209 0.1924 2.3945 0.6 0.0 -0.4 0.00
H 3.4324 0.7416 0.7222 0.0 -0.4 0.6 0.00
H 5.5568 -0.1498 1.6296 -0.4 -0.1 -0.1 0.00
H 4.7661 -1.5913 2.3055 0.2 0.4 -0.4 0.00
H 4.9723 -1.4327 0.5376 -0.1 0.4 0.4 0.00
Br -4.0068 1.0456 1.9181 0.8 -0.6 -0.3 0.02
P -1.4463 -2.2990 -0.2258 -1.4 -1.5 -1.8 -0.01
C 0.0313 -3.2440 -0.6759 0.1 0.8 0.1 0.02
C 0.0082 -4.5892 -1.3485 -0.3 -0.8 -0.2 0.01
H 0.5884 -3.2372 0.2960 0.0 -0.4 -0.8 0.01
H 0.5084 -2.5882 -1.4145 -0.1 -0.2 0.4 0.00
H 1.0125 -4.8240 -1.7207 -0.2 0.0 0.2 0.00
H -0.3225 -5.3575 -0.6595 0.0 -0.3 -0.1 0.00
H -0.6534 -4.5576 -2.2168 0.0 -0.1 0.1 0.00
C -2.5247 -2.9970 1.0496 0.1 0.3 0.3 0.00
C -3.8825 -3.5173 0.6109 -0.5 -0.1 -0.1 0.00
H -2.5647 -2.1269 1.7435 -0.3 -0.6 0.0 0.00
H -1.9504 -3.7942 1.5435 0.1 0.3 0.0 0.00
H -4.5319 -3.7064 1.4706 0.2 0.2 0.0 0.00
H -4.3919 -2.8220 -0.0505 -0.2 0.1 0.0 0.00
H -3.8000 -4.4656 0.0921 0.1 -0.1 -0.2 0.00
C -2.1219 -1.2387 -1.6475 -0.2 -0.6 1.0 0.01
C -2.5495 -1.7106 -3.0277 0.2 -0.4 0.0 0.00
H -1.3088 -0.4759 -1.7059 -0.4 -0.2 -0.1 0.01
H -3.0071 -0.8017 -1.1774 0.3 0.1 0.0 0.00
H -2.9621 -0.8540 -3.5755 0.2 -0.2 0.1 0.00
H -1.7116 -2.1172 -3.5834 0.0 -0.1 -0.2 0.00
H -3.3431 -2.4520 -2.9387 0.1 -0.1 -0.1 0.00
C -1.7675 1.3075 4.7026 -0.9 -0.3 0.1 0.00
N -0.4994 0.5977 4.9377 0.3 -0.2 -1.9 0.01
C 0.3005 1.3185 5.9518 0.8 0.4 0.6 0.00
C 0.0423 -0.2685 4.0451 -0.9 1.1 0.7 0.00
O -0.5300 -0.7187 2.9754 0.8 0.3 0.5 0.04
H -2.0313 1.8335 5.6215 0.0 -0.2 -0.1 0.00
H -2.6071 0.6477 4.4468 0.5 0.0 0.1 0.00
H -1.6944 2.0820 3.9377 0.3 0.0 0.0 0.00
H 1.1178 0.7202 6.3582 -0.1 -0.1 -0.2 0.00
H 0.7341 2.2642 5.5572 -0.4 -0.7 -0.1 0.00
H -0.3363 1.6290 6.7951 0.1 -0.5 -0.4 0.00
H 1.0679 -0.5395 4.3388 -0.3 -0.3 -0.3 0.00